# C5H13NO2

C5H13NO2 as an isolated structure (wB97M-V/def2-TZVPD, the OMol25 dataset).

Results
HOMO energy   -6.63 eV
Gap between HOMO and LUMO   7.29 eV
Energy relative to the best compared isomer or geometry (same formula, charge and spin)   105.33 kcal/mol
Energy   -403.408763 hartree

Element x y z (Å)
C (0.14686, 0.45469, 0.39228)
C (-0.19906, -1.47487, -0.46237)
C (0.85273, 0.61633, -0.84413)
C (1.30489, 2.45695, -0.55263)
C (-0.54663, -2.34900, 0.71821)
N (-1.12996, 0.95226, 0.50470)
O (0.90132, 0.38588, 1.51796)
O (-1.32514, -1.16973, -1.29537)
H (0.45915, 0.83223, 2.25002)
H (-2.10121, -1.71950, -1.12028)
H (0.56150, -1.95603, -1.08489)
H (-1.72138, 0.64759, -0.26860)
H (-1.57783, 0.87165, 1.40546)
H (0.25860, 0.67966, -1.74163)
H (1.83422, 0.17039, -0.88642)
H (1.79871, 2.71134, -1.48790)
H (1.99245, 2.56156, 0.28340)
H (0.40322, 3.05133, -0.42274)
H (-1.24551, -1.84437, 1.39462)
H (-1.02365, -3.29452, 0.41746)
H (0.35671, -2.58384, 1.28283)

Atom charges from the Löwdin analysis, given in e for atoms 1 to 8: -0.568 -0.314 -0.076 -0.035 -0.110 0.139 0.068 -0.109


# C3H4S2

A single C3H4S2 molecule (wB97M-V/def2-TZVPD, the OMol25 dataset).

Results
HOMO energy   -8.70 eV
Gap between HOMO and LUMO   8.28 eV
Energy relative to the best compared isomer or geometry (same formula, charge and spin)   29.20 kcal/mol
SMILES string   C=CSC=S
Energy   -913.013952 hartree

Element x y z (Å)
C (0.06910, -0.15728, -1.45860)
C (0.74573, -0.74999, -0.42002)
C (-0.39273, 0.72574, 1.72341)
S (-1.82181, 0.71172, 0.91859)
S (1.12625, 0.08001, 1.06331)
H (-0.20732, -0.93127, -2.25612)
H (-0.20251, 0.89240, -1.68537)
H (0.85691, -1.86834, -0.44751)
H (-0.17362, 1.29700, 2.56231)

Atom charges from the Löwdin analysis, given in e for atoms 1 to 8: -0.089 -0.569 -0.959 0.607 0.818 0.080 0.064 0.077


# C2H4N2O2S2

C2H4N2O2S2 as an isolated structure (wB97M-V/def2-TZVPD, the OMol25 dataset).

Results
HOMO energy   -9.42 eV
Gap between HOMO and LUMO   9.12 eV
Energy relative to the best compared isomer or geometry (same formula, charge and spin)   125.31 kcal/mol
Energy   -1134.757411 hartree

Element x y z (Å)
C (1.01534, 0.75342, 0.14800)
C (-1.23163, 0.30305, 0.38299)
H (1.95317, -1.88762, -1.20950)
H (3.07337, 0.66640, -0.41624)
H (-1.48908, 1.48504, 0.06874)
H (-3.79586, -1.11689, 0.28474)
N (2.16686, 0.12713, 0.12793)
N (-1.87257, -0.79454, 0.19566)
O (0.00529, -0.14318, 0.83273)
O (-3.14037, -0.29358, -0.40144)
S (2.32426, -1.52171, 0.00836)
S (0.99122, 2.42248, -0.02197)

Atom charges from the Löwdin analysis, given in e for atoms 1 to 8: -0.874 -0.250 -0.142 0.198 0.174 0.251 -0.475 0.005


# C4H10N4

A single C4H10N4 molecule (wB97M-V/def2-TZVPD, the OMol25 dataset).

Results
HOMO energy   -8.91 eV
Gap between HOMO and LUMO   9.67 eV
Energy relative to the best compared isomer or geometry (same formula, charge and spin)   152.84 kcal/mol
SMILES string   [H]/N=C(/N)[C@@]1(N)C[C@@H]1N
Energy   -377.203243 hartree

Element x y z (Å)
C (-0.36077, 0.95414, -0.95275)
C (-0.32231, -0.37205, -1.53176)
C (0.28633, -0.22624, -0.08392)
C (-0.67565, -0.54495, 0.88990)
H (1.56674, 1.32216, -0.51362)
H (1.02837, 2.29825, -2.12774)
H (-1.18015, 1.35338, -0.45366)
H (0.70085, -0.41523, -2.13336)
H (-0.97778, -1.47799, -1.45930)
H (2.08211, -1.44367, -0.49326)
H (1.83245, -0.35636, 1.06855)
H (-0.93680, -0.30386, 2.84124)
H (-0.65427, 1.15367, 1.85890)
H (-1.27544, -1.65610, -0.16101)
N (0.74970, 1.80562, -1.08472)
N (1.79712, -0.37756, -0.08384)
N (-0.38682, 0.22822, 2.01415)
N (-1.55310, -1.56194, 0.81790)

Atom charges from the Löwdin analysis, given in e for atoms 1 to 8: -0.351 -0.046 -0.477 -0.519 0.084 0.170 0.108 0.140


# C5H8O2

A single C5H8O2 molecule (wB97M-V/def2-TZVPD, the OMol25 dataset).

Results
HOMO energy   -9.15 eV
Gap between HOMO and LUMO   9.45 eV
Energy relative to the best compared isomer or geometry (same formula, charge and spin)   84.29 kcal/mol
SMILES string   C[C@@H](C=O)/C=C/O
Energy   -345.670639 hartree

Element x y z (Å)
C (-2.01725, 0.47078, -0.27809)
C (-0.38901, -1.46731, -0.18712)
C (-0.81564, -0.20395, 0.33518)
O (0.55032, -2.11233, 0.35291)
H (1.56781, -1.03381, 0.67838)
H (-0.59333, -1.63927, -1.25386)
H (-0.80757, -0.18654, 1.42222)
H (-2.05999, 1.51650, 0.02755)
H (-2.94001, 0.00617, 0.06743)
H (-1.97835, 0.43821, -1.36591)
O (3.14911, 0.45705, 0.40658)
C (1.83017, 0.21421, 0.49102)
C (0.74687, 0.75192, 0.04300)
H (3.30830, 1.27839, -0.08644)
H (0.44856, 1.50996, -0.65286)

Atom charges from the Löwdin analysis, given in e for atoms 1 to 8: -0.089 -0.236 -0.265 -0.047 0.159 0.136 0.133 0.078